Computed, not measured: 9 unconnected molecules or ions with the total composition C13H44O9 at a distorted geometry, with ωB97M-V/def2-TZVPD.

```
66
Properties=species:S:1:pos:R:3:lowdin_charge:R:1
C 0.27 3.96 -4.30 -0.065
C 1.67 3.40 -4.55 -0.444
C 1.53 1.95 -5.08 -0.066
O 2.36 4.32 -5.49 -0.068
H 0.37 5.04 -4.14 0.071
H -0.27 3.60 -3.43 0.079
H -0.24 3.89 -5.26 0.082
H 2.36 3.35 -3.71 0.123
H 1.11 1.17 -4.44 0.080
H 2.57 1.76 -5.32 0.068
H 0.95 1.86 -6.00 0.078
H 2.92 3.74 -6.02 0.063
C -0.37 -6.87 1.32 -0.045
C -0.89 -6.16 0.06 -0.495
C -2.29 -5.66 0.11 -0.066
O 0.01 -5.12 -0.27 -0.057
H -0.07 -6.14 2.08 0.075
H 0.46 -7.57 1.30 0.075
H -1.22 -7.43 1.71 0.069
H -1.01 -6.84 -0.79 0.135
H -2.68 -5.71 -0.91 0.080
H -2.46 -4.66 0.53 0.082
H -2.89 -6.38 0.66 0.077
H 0.23 -4.57 0.49 0.083
C 0.15 0.76 0.77 -0.056
C 0.52 -0.19 1.92 -0.505
C -0.83 -0.78 2.50 -0.041
O 1.30 -1.22 1.41 -0.051
H -0.62 1.38 1.23 0.072
H -0.28 0.20 -0.06 0.087
H 1.00 1.38 0.48 0.077
H 1.08 0.29 2.72 0.131
H -1.38 0.08 2.88 0.068
H -0.60 -1.42 3.36 0.066
H -1.46 -1.36 1.83 0.076
H 1.98 -0.68 0.99 0.085
C -2.74 5.83 0.43 -0.157
O -2.48 6.88 1.38 -0.129
H -3.45 6.09 -0.36 0.075
H -1.78 5.69 -0.07 0.075
H -3.11 4.98 0.99 0.071
H -3.23 7.48 1.31 0.066
C -5.79 2.62 3.93 -0.191
O -6.41 1.75 4.81 -0.115
H -6.55 2.91 3.20 0.081
H -5.24 3.47 4.34 0.079
H -5.04 2.01 3.43 0.069
H -5.89 1.72 5.62 0.077
C 5.88 1.59 -1.66 -0.170
O 5.63 0.36 -1.00 -0.117
H 6.86 1.90 -1.30 0.074
H 5.91 1.61 -2.75 0.067
H 5.26 2.48 -1.53 0.072
H 6.43 -0.15 -0.82 0.074
C -0.70 -3.17 -4.03 -0.178
O -0.50 -4.55 -3.98 -0.122
H 0.25 -2.87 -4.46 0.074
H -1.51 -2.88 -4.70 0.077
H -0.81 -2.66 -3.06 0.075
H -0.09 -4.69 -3.12 0.060
O 2.36 1.75 6.86 -0.053
H 2.42 2.20 6.01 0.026
H 2.55 0.84 6.66 0.015
O 2.71 -1.86 5.30 -0.050
H 3.31 -2.55 5.58 0.032
H 2.47 -2.10 4.41 0.023
```

As for the LUMO energy: 0.188 eV. The structure (SMILES) is CC(C)O.CC(C)O.CC(C)O.CO.CO.CO.CO.O.O. As for the spin multiplicity: 1. Its total energy is -1198.67768 a.u. Its orbital gap is 0.37197 hartree. The value obtained for the HOMO energy is -9.93 eV.

=====

Computed, not measured: a molecular structure, C45H51N4O2SSi2Ti at a distorted geometry, with ωB97M-V/def2-TZVPD.

```
106
Properties=species:S:1:pos:R:3:lowdin_charge:R:1
Ti 0.64 1.56 -0.06 0.946
C 5.71 1.55 -0.17 -0.169
Si 3.96 1.24 0.46 0.514
C 3.65 2.34 1.99 -0.150
C 3.86 -0.57 0.98 -0.178
C 2.60 1.71 -0.80 -0.413
C 2.35 3.16 -0.79 -0.404
C 3.26 4.20 -1.04 0.001
C 2.83 5.51 -0.95 -0.007
C 1.49 5.79 -0.64 -0.024
C 0.64 4.73 -0.42 -0.053
N 1.06 3.46 -0.50 0.002
Si 2.73 1.13 -2.61 0.503
C 1.30 1.98 -3.53 -0.151
C 2.56 -0.75 -2.64 -0.158
C 4.30 1.71 -3.49 -0.156
H 6.42 1.46 0.66 0.040
H 5.85 2.54 -0.61 0.022
H 6.00 0.81 -0.92 0.028
H 4.50 3.00 2.18 0.038
H 3.51 1.73 2.88 0.039
H 2.76 2.96 1.86 0.011
H 4.80 -0.85 1.46 0.042
H 3.71 -1.25 0.13 0.021
H 3.06 -0.75 1.69 -0.006
H 4.27 3.95 -1.30 0.109
H 3.52 6.32 -1.13 0.124
H 1.14 6.80 -0.56 0.116
H -0.41 4.89 -0.18 0.119
H 0.36 1.90 -2.98 -0.005
H 1.15 1.54 -4.52 0.044
H 1.50 3.04 -3.67 0.043
H 2.06 -1.12 -1.74 -0.021
H 3.54 -1.23 -2.69 0.043
H 1.99 -1.08 -3.51 0.040
H 4.36 2.80 -3.52 0.031
H 4.30 1.35 -4.52 0.042
H 5.21 1.33 -3.01 0.019
C -4.27 -4.10 2.22 -0.057
O -3.03 -4.32 1.55 -0.126
C -1.93 -4.28 2.39 -0.250
C -1.44 -5.43 2.96 -0.001
C -0.29 -5.39 3.74 -0.079
C 0.35 -4.18 3.95 -0.072
C -0.15 -3.01 3.38 -0.028
C -1.30 -3.05 2.60 -0.195
N -1.88 -1.93 1.96 0.034
C -1.20 -0.74 1.69 -0.369
C -0.91 0.11 2.90 -0.165
C -1.54 -0.14 4.12 -0.018
C -1.35 0.68 5.21 -0.056
C -0.52 1.79 5.11 -0.060
C 0.12 2.06 3.91 0.003
C -0.08 1.24 2.81 -0.298
O 0.54 1.54 1.65 -0.250
H -4.33 -3.09 2.63 0.088
H -4.41 -4.82 3.03 0.095
H -5.05 -4.23 1.47 0.093
H -1.96 -6.37 2.78 0.125
H 0.10 -6.30 4.17 0.106
H 1.24 -4.14 4.55 0.108
H 0.37 -2.08 3.54 0.102
H -2.42 -2.25 1.16 0.112
H -1.77 -0.16 0.97 0.101
H -2.20 -0.99 4.19 0.121
H -1.84 0.46 6.15 0.112
H -0.38 2.45 5.95 0.113
H 0.76 2.93 3.80 0.122
C -5.19 -1.38 -2.94 -0.079
C -5.03 -0.78 -1.70 -0.066
C -3.81 -0.25 -1.33 -0.033
C -2.72 -0.32 -2.20 -0.236
C -2.88 -0.94 -3.44 -0.041
C -4.12 -1.44 -3.81 -0.077
C -1.38 0.17 -1.78 -0.093
C -1.09 1.29 -1.10 -0.226
C -2.08 2.38 -0.91 -0.260
C -2.81 2.88 -1.98 -0.026
C -3.70 3.93 -1.82 -0.059
C -3.88 4.51 -0.57 -0.076
C -3.15 4.03 0.51 -0.078
C -2.26 2.98 0.35 -0.068
H -6.15 -1.78 -3.23 0.106
H -5.86 -0.74 -1.00 0.108
H -3.70 0.22 -0.36 0.114
H -2.04 -1.00 -4.12 0.117
H -4.23 -1.91 -4.79 0.107
H -0.58 -0.51 -2.05 0.093
H -2.68 2.45 -2.97 0.124
H -4.27 4.29 -2.66 0.110
H -4.57 5.33 -0.44 0.107
H -3.29 4.47 1.49 0.110
H -1.72 2.61 1.21 0.100
C 2.23 -5.05 -1.67 -0.017
C 1.03 -4.22 -1.35 -0.301
C -0.24 -4.53 -1.84 0.016
C -1.28 -3.69 -1.49 -0.078
N -1.09 -2.62 -0.71 0.095
C 0.14 -2.42 -0.29 -0.620
S 0.51 -1.03 0.76 1.051
N 1.21 -3.15 -0.57 0.119
H 1.99 -6.11 -1.65 0.087
H 3.03 -4.84 -0.96 0.083
H 2.59 -4.80 -2.67 0.091
H -0.40 -5.39 -2.47 0.120
H -2.29 -3.85 -1.84 0.124
```

As for the LUMO energy: -3.121 eV. As for the spin multiplicity: 1. As for the total charge: +1. Its total energy is -3941.43529 a.u. Its orbital gap is 0.26255 hartree. The value obtained for the HOMO energy is -10.26 eV.

=====

Computed, not measured: a molecular structure, C5H18InN6O5 at a distorted geometry, with ωB97M-V/def2-TZVPD.

```
35
Properties=species:S:1:pos:R:3:lowdin_charge:R:1
In 21.49 12.26 22.41 1.412
C 18.11 12.15 24.11 -0.202
C 18.36 10.84 23.35 -0.275
O 19.51 10.20 23.77 -0.089
O 19.08 13.11 23.74 -0.165
H 18.25 12.04 25.18 0.142
H 17.10 12.47 23.84 0.138
H 18.27 10.86 22.26 0.127
H 17.47 10.32 23.71 0.134
H 19.34 9.26 23.76 0.115
H 18.72 13.90 24.16 0.101
C 21.41 16.21 23.36 -0.705
O 21.29 14.99 23.52 -0.067
N 20.95 16.93 22.34 0.178
N 22.18 16.95 24.09 0.192
H 21.21 17.89 22.21 0.128
H 20.51 16.35 21.63 0.119
H 22.06 17.95 24.03 0.133
H 22.82 16.52 24.75 0.139
C 25.28 11.46 23.25 -0.636
O 24.41 12.01 22.58 -0.044
N 25.11 11.32 24.58 0.179
N 26.42 10.86 22.80 0.193
H 24.31 11.71 25.05 0.117
H 25.79 10.98 25.24 0.126
H 27.22 10.68 23.38 0.125
H 26.69 11.23 21.90 0.122
C 22.44 12.92 18.67 -0.718
O 22.65 12.27 19.71 -0.010
N 23.42 13.42 17.89 0.200
N 21.34 13.27 18.26 0.225
H 23.29 13.87 17.00 0.133
H 24.30 12.98 18.10 0.130
H 20.49 13.14 18.78 0.150
H 21.31 13.85 17.43 0.154
```

As for the LUMO energy (spin up / spin down): -6.639 / -11.318 eV. As for the expectation value of S²: 0.76. As for the spin multiplicity: 2. As for the total charge: +2. Its total energy is -1095.62582 a.u. Its orbital gap (spin up / spin down) is 0.33476 / 0.16151 hartree. The value obtained for the HOMO energy (spin up / spin down) is -15.75 / -15.71 eV.

=====

Computed, not measured: C3HF4NO3S in the gas phase at a distorted geometry, with ωB97M-V/def2-TZVPD.

```
13
Properties=species:S:1:pos:R:3:lowdin_charge:R:1
O -1.11 1.88 -0.47 0.160
C -0.53 0.86 -0.79 -0.428
N -0.21 -0.18 0.00 0.022
S 0.99 -1.27 -0.49 0.770
O 0.37 -2.50 -0.86 -0.259
O 2.07 -1.38 0.46 -0.248
C 1.30 -0.14 -2.07 -0.396
F 2.25 0.77 -1.76 0.124
F 1.74 -0.65 -3.22 0.156
C -0.11 0.59 -2.20 -0.438
F -0.11 1.59 -3.02 0.221
F -0.95 -0.38 -2.72 0.129
H -0.76 -0.48 0.84 0.189
```

As for the LUMO energy: 0.003 eV. The structure (SMILES) is O=C1NS(=O)(=O)C(F)(F)C1(F)F. As for the spin multiplicity: 1. Its total energy is -1192.99963 a.u. Its orbital gap is 0.43170 hartree. The value obtained for the HOMO energy is -11.74 eV.

=====

Computed, not measured: 9 unconnected molecules or ions with the total composition C18H54O13 at a distorted geometry, with ωB97M-V/def2-TZVPD.

```
85
Properties=species:S:1:pos:R:3:lowdin_charge:R:1
C -3.25 1.47 0.20 -0.124
O -4.51 0.86 0.15 -0.178
C -5.46 1.62 -0.58 -0.183
C -5.25 1.40 -2.08 -0.235
O -5.36 0.06 -2.42 -0.180
C -4.66 -0.28 -3.60 -0.110
H -2.53 0.98 0.86 0.081
H -3.19 2.52 0.49 0.094
H -2.75 1.33 -0.78 0.076
H -5.52 2.69 -0.37 0.125
H -6.41 1.17 -0.27 0.129
H -4.28 1.85 -2.33 0.112
H -5.97 2.03 -2.62 0.128
H -5.02 -1.26 -3.89 0.086
H -3.59 -0.36 -3.37 0.091
H -4.84 0.39 -4.45 0.090
C 3.55 4.14 -4.77 -0.105
O 4.14 3.03 -4.10 -0.178
C 3.66 2.83 -2.79 -0.206
C 4.09 1.46 -2.31 -0.217
O 5.44 1.09 -2.41 -0.180
C 6.32 1.84 -1.61 -0.106
H 3.74 5.10 -4.29 0.087
H 2.48 3.99 -4.92 0.083
H 4.07 4.13 -5.73 0.089
H 2.57 2.86 -2.76 0.108
H 4.07 3.61 -2.15 0.121
H 3.49 0.57 -2.57 0.126
H 3.85 1.36 -1.22 0.119
H 6.22 2.93 -1.71 0.085
H 7.35 1.61 -1.89 0.090
H 6.12 1.58 -0.57 0.089
C -1.37 -5.47 1.12 -0.102
O -1.51 -4.23 0.46 -0.167
C -2.28 -3.29 1.16 -0.216
C -3.76 -3.55 0.98 -0.213
O -4.16 -3.68 -0.37 -0.152
C -4.26 -2.43 -1.01 -0.111
H -0.58 -6.07 0.66 0.088
H -2.32 -6.01 1.11 0.084
H -1.13 -5.30 2.18 0.085
H -2.03 -2.34 0.67 0.112
H -2.01 -3.12 2.21 0.101
H -4.35 -2.83 1.57 0.128
H -4.09 -4.51 1.39 0.121
H -4.64 -2.50 -2.03 0.073
H -3.32 -1.88 -1.02 0.086
H -4.96 -1.74 -0.52 0.083
C 3.80 0.44 3.62 -0.109
O 2.87 -0.48 4.12 -0.171
C 1.91 -0.96 3.21 -0.211
C 0.92 -1.91 3.84 -0.184
O 0.09 -1.18 4.73 -0.168
C -1.01 -1.95 5.10 -0.131
H 4.58 0.57 4.36 0.087
H 3.32 1.39 3.37 0.077
H 4.36 0.10 2.74 0.083
H 2.44 -1.45 2.39 0.126
H 1.33 -0.12 2.82 0.103
H 1.49 -2.68 4.38 0.134
H 0.27 -2.31 3.06 0.118
H -1.75 -2.00 4.29 0.074
H -1.50 -1.56 5.99 0.087
H -0.78 -3.00 5.31 0.088
C 0.70 0.30 0.09 -0.136
O 1.51 -0.79 -0.31 -0.128
H -0.34 0.03 -0.04 0.073
H 0.99 0.74 1.05 0.060
H 0.81 1.13 -0.63 0.070
H 2.43 -0.54 -0.41 0.043
C 0.45 3.54 3.35 -0.143
O -0.48 3.94 2.33 -0.143
H 0.85 4.37 3.94 0.076
H 0.00 2.76 3.94 0.081
H 1.27 3.16 2.72 0.063
H -0.27 4.76 1.90 0.068
O 4.42 -1.79 -0.28 -0.046
H 5.12 -1.60 -0.92 0.042
H 4.70 -2.60 0.16 0.047
O 1.43 -2.60 -2.68 -0.066
H 1.76 -2.28 -3.52 0.025
H 1.56 -1.87 -2.05 -0.008
O 0.02 2.34 -3.07 -0.058
H -0.54 2.93 -3.59 0.039
H -0.49 1.52 -2.99 0.032
```

As for the LUMO energy: 0.172 eV. The structure (SMILES) is COCCOC.COCCOC.COCCOC.COCCOC.CO.CO.O.O.O. As for the spin multiplicity: 1. Its total energy is -1696.06251 a.u. Its orbital gap is 0.33979 hartree. The value obtained for the HOMO energy is -9.07 eV.

=====

Computed, not measured: 8 unconnected molecules or ions with the total composition C28H75N3O14 at a distorted geometry, with ωB97M-V/def2-TZVPD.

```
120
Properties=species:S:1:pos:R:3:lowdin_charge:R:1
C -2.35 0.21 -3.83 -0.060
O -1.02 -0.33 -3.88 -0.223
C -0.88 -1.64 -4.33 -0.219
C -0.66 -2.60 -3.16 -0.219
N -0.59 -3.99 -3.48 -0.074
C -0.20 -4.87 -2.43 -0.208
C -0.37 -6.24 -2.96 -0.450
O 0.48 -6.61 -3.79 -0.098
C 0.29 -8.03 -4.06 -0.028
H -2.82 0.20 -4.84 0.108
H -2.30 1.27 -3.53 0.086
H -2.94 -0.32 -3.09 0.074
H -0.04 -1.62 -5.07 0.143
H -1.70 -2.02 -4.89 0.113
H -1.46 -2.41 -2.38 0.124
H 0.32 -2.32 -2.69 0.114
H 0.13 -4.03 -4.19 0.124
H -0.88 -4.76 -1.47 0.160
H 0.80 -4.66 -2.08 0.119
H -1.35 -6.42 -3.33 0.124
H -0.33 -6.83 -2.01 0.128
H -0.65 -8.44 -4.23 0.071
H 0.66 -8.51 -3.17 0.088
H 0.94 -8.36 -4.85 0.084
C 8.80 2.29 -1.30 -0.108
O 7.79 3.30 -1.43 -0.185
C 6.54 2.75 -1.84 -0.203
C 5.59 2.86 -0.62 -0.185
N 4.38 2.13 -0.88 -0.106
C 3.51 2.14 0.28 -0.150
C 2.15 1.44 -0.02 -0.385
O 2.11 0.28 -0.47 -0.111
C 0.79 -0.20 -0.63 -0.043
H 9.74 2.75 -0.98 0.089
H 9.01 1.77 -2.21 0.082
H 8.63 1.62 -0.49 0.068
H 6.60 1.76 -2.26 0.116
H 6.13 3.41 -2.62 0.126
H 5.28 3.81 -0.32 0.105
H 6.18 2.24 0.17 0.149
H 4.56 1.09 -1.02 0.163
H 3.36 3.18 0.56 0.091
H 3.95 1.66 1.16 0.119
H 1.58 2.20 -0.52 0.094
H 1.63 1.38 0.91 0.113
H 0.25 -0.21 0.30 0.086
H 0.85 -1.22 -1.00 0.076
H 0.25 0.43 -1.34 0.070
C -1.89 -2.60 0.56 -0.137
O -2.23 -3.60 1.47 -0.157
C -1.40 -3.53 2.63 -0.198
C -1.94 -4.39 3.78 -0.240
N -1.07 -4.32 4.90 -0.101
C -1.49 -5.20 5.98 -0.179
C -0.36 -5.19 7.02 -0.451
O -0.38 -5.89 8.02 -0.096
C -1.32 -5.30 8.93 -0.067
H -2.47 -2.61 -0.33 0.068
H -0.82 -2.66 0.34 0.086
H -2.08 -1.63 0.91 0.063
H -1.43 -2.53 3.02 0.110
H -0.35 -3.71 2.46 0.120
H -2.06 -5.39 3.42 0.118
H -2.87 -4.03 4.13 0.108
H -1.03 -3.32 5.27 0.152
H -1.84 -6.19 5.63 0.137
H -2.36 -4.69 6.45 0.114
H -0.06 -4.18 7.27 0.122
H 0.54 -5.62 6.57 0.139
H -2.33 -5.68 8.75 0.089
H -1.43 -4.19 9.01 0.107
H -1.01 -5.56 9.94 0.085
O -1.25 4.21 -1.70 -0.055
C -1.14 2.85 -1.16 -0.246
C -2.34 2.28 -0.70 -0.247
O -2.06 0.90 -0.49 -0.058
H -0.45 4.73 -1.61 0.021
H -0.67 2.25 -1.96 0.107
H -0.44 2.90 -0.35 0.102
H -3.09 2.42 -1.47 0.127
H -2.68 2.62 0.28 0.107
H -2.85 0.41 -0.35 0.008
O 1.00 5.61 2.72 -0.061
C 1.43 5.03 1.50 -0.279
C 0.66 5.60 0.45 -0.248
O 1.14 5.26 -0.87 -0.051
H 1.66 6.30 2.96 0.105
H 2.57 5.21 1.34 0.153
H 1.31 3.95 1.59 0.115
H 0.67 6.66 0.59 0.126
H -0.42 5.36 0.51 0.120
H 1.95 5.74 -0.94 0.086
O 3.27 2.93 -3.26 -0.059
C 1.94 2.53 -3.29 -0.315
C 1.48 2.35 -4.65 -0.213
O 0.04 2.13 -4.63 -0.061
H 3.68 2.75 -2.39 0.025
H 1.68 1.70 -2.69 0.098
H 1.31 3.34 -2.95 0.108
H 1.86 1.40 -5.01 0.120
H 1.80 3.18 -5.30 0.139
H -0.19 1.27 -4.38 -0.001
C -5.19 1.32 0.74 -0.080
C -5.33 0.66 -0.57 -0.321
O -4.50 -0.47 -0.67 -0.073
H -5.61 2.33 0.71 0.103
H -4.23 1.29 1.24 0.065
H -5.78 0.80 1.47 0.074
H -5.08 1.31 -1.36 0.087
H -6.37 0.43 -0.78 0.121
H -4.92 -1.08 -1.27 0.092
C -2.97 5.54 2.28 -0.079
C -2.23 4.35 2.61 -0.393
O -3.17 3.39 2.81 -0.045
H -3.57 5.33 1.41 0.088
H -2.28 6.30 2.10 0.058
H -3.69 5.84 3.05 0.094
H -1.50 4.48 3.43 0.132
H -1.70 4.02 1.76 0.076
H -2.80 2.77 3.42 0.081
```

As for the LUMO energy: 0.341 eV. The structure (SMILES) is COCCNCCOC.COCCNCCOC.COCCNCCOC.OCCO.OCCO.OCCO.CCO.CCO. As for the spin multiplicity: 1. Its total energy is -2328.99501 a.u. Its orbital gap is 0.33246 hartree. The value obtained for the HOMO energy is -8.71 eV.